[1]
The following is a quantum chemistry calculation of 10 unconnected molecules or ions with the total composition C32H63Cl18IO5S at a distorted geometry, from the Open Molecules 2025 dataset.

Values from the calculation:
**HOMO**: -9.241 eV
**SMILES**: CC[C@H](I)[C@@]1(CCCCCCCCOC)COS(=O)(=O)O1.ClCCCl.ClCCCl.ClCCCl.ClCCCl.ClCCCl.ClCCCl.ClCCCl.ClCCCl.ClCCCl
**Charge**: 0
**Calculated total energy**: -288775.58514 eV

```
120
C32H63Cl18IO5S | the Open Molecules 2025 dataset | ωB97M-V with the def2-TZVPD basis set
I -0.226 1.440 0.740
Cl -1.677 -6.528 -0.675
Cl 10.123 1.213 0.140
Cl -4.912 -2.045 -3.501
Cl -2.846 4.513 2.772
Cl 7.954 1.583 -6.920
Cl -4.628 -3.300 10.176
Cl 9.032 -0.817 -2.387
Cl 6.754 2.030 -2.538
Cl 7.718 4.889 -7.758
Cl -3.082 7.820 1.935
Cl -6.610 -1.631 7.945
Cl -1.591 -3.515 -2.290
Cl -3.700 -2.090 5.128
Cl -2.594 2.511 -6.994
Cl -3.971 -5.454 4.580
Cl 6.518 5.337 -3.376
Cl -2.737 0.268 -2.231
Cl -2.294 3.424 -3.712
S 4.477 -1.050 0.475
O 5.143 -2.199 -0.352
O 3.034 -1.726 1.166
O 3.854 0.076 -0.693
O 5.367 -0.148 1.367
O -5.403 1.760 0.456
C -6.006 -0.565 1.520
C -2.572 5.236 1.167
C 1.464 -0.049 3.070
C -4.872 -1.465 0.745
C -3.894 -3.364 6.358
C 0.086 -3.134 1.158
C -1.952 6.621 1.259
C 8.434 0.808 -0.258
C -1.035 3.513 -4.970
C 2.909 0.484 3.722
C -0.721 -5.001 -2.745
C -3.188 -4.652 5.965
C 8.848 3.690 -8.433
C 0.617 -2.038 0.056
C -1.122 -2.608 2.133
C 1.831 -1.066 0.575
C -2.331 -1.804 1.372
C -1.521 -6.254 -2.429
C -4.029 2.284 0.353
C -1.612 3.844 -6.337
C 1.501 0.291 1.433
C -6.179 -2.492 10.515
C -5.585 1.022 1.726
C -3.849 -2.276 1.791
C -4.865 -0.302 -3.868
C 8.228 2.305 -8.525
C 8.292 -0.613 -0.779
C 7.648 4.138 -4.052
C 7.028 2.753 -4.143
C -3.447 0.247 -3.865
C -7.146 -2.592 9.346
C 2.454 -0.441 -0.830
H -1.583 -3.582 2.647
H -1.049 6.618 1.878
H -0.336 4.296 -4.662
H -3.529 5.256 0.636
H -6.606 -2.983 11.394
H -2.139 -4.475 5.706
H -0.251 -1.393 -0.440
H -2.238 4.742 -6.304
H 2.640 -1.340 -1.593
H -8.126 -2.203 9.640
H 7.233 -0.866 -0.885
H -2.272 -1.918 0.185
H -5.969 -1.450 10.776
H -1.678 6.972 0.260
H -6.525 1.528 2.260
H 8.071 1.542 -0.983
H -3.629 2.756 1.358
H -3.217 -5.361 6.798
H -2.527 -6.209 -2.856
H 6.071 2.773 -4.674
H -7.276 -3.628 9.018
H 7.701 2.079 -4.682
H -2.787 -0.337 -4.515
H -4.069 -3.420 1.616
H 7.856 0.925 0.664
H -3.906 3.140 -0.469
H 1.025 -3.441 1.827
H 7.271 2.326 -9.056
H -6.968 -0.552 0.817
H 3.786 -0.302 3.528
H -4.656 1.160 2.430
H 2.755 0.691 4.882
H -3.288 1.417 0.025
H 1.721 0.236 -1.479
H 1.069 -2.675 -0.847
H 9.122 4.041 -9.433
H 9.751 3.687 -7.814
H 7.922 4.489 -5.051
H -3.467 -2.975 7.287
H 8.551 4.135 -3.432
H 2.451 1.003 1.304
H -4.103 -1.914 2.883
H -2.239 -0.665 1.712
H 1.450 -1.208 3.232
H -3.448 1.281 -4.222
H -0.735 -1.943 3.043
H -4.965 -3.524 6.516
H 0.246 -4.999 -2.232
H -0.497 2.561 -4.979
H -4.209 -0.694 0.118
H -5.405 -2.177 -0.017
H -5.499 0.215 -3.141
H 8.750 -1.339 -0.100
H -0.185 -4.127 0.557
H 0.594 0.531 3.613
H -0.801 4.021 -7.050
H -6.343 -1.087 2.514
H -5.311 -0.175 -4.859
H -1.899 4.562 0.628
H 8.901 1.631 -9.064
H -0.535 -4.941 -3.822
H 3.232 1.540 3.269
H -1.015 -7.133 -2.841
```

These are the Löwdin partial charges, in e, on atoms 1 to 6: I 0.8860; Cl 0.5435; Cl 0.5303; Cl 0.5288; Cl 0.5643; Cl 0.6275

***

[2]
The following is a quantum chemistry calculation of a molecular structure, C35H32Cl5N3O5PRb, from the Open Molecules 2025 dataset.

Values from the calculation:
**HOMO**: -3.028 eV
**Energy relative to the best compared isomer or geometry (same formula, charge and spin)**: 0.0 kJ/mol
**Charge**: -2
**Calculated total energy**: -124082.04195 eV

```
82
C35H32Cl5N3O5PRb | the Open Molecules 2025 dataset | ωB97M-V with the def2-TZVPD basis set
Rb 1.050 0.363 0.860
Cl 3.888 -3.147 2.779
Cl 1.318 -1.624 -1.790
Cl 3.128 -6.730 -1.208
Cl 1.743 -4.558 -2.934
Cl 4.169 -6.054 1.646
P -1.989 1.755 0.590
O -0.571 -1.609 1.941
O 1.676 4.071 -2.064
O 0.742 1.690 3.618
O 0.101 3.650 4.536
O 1.577 1.988 -1.207
N 1.185 3.245 1.294
N -2.428 -2.091 -1.449
N -2.296 -0.833 -3.598
C 2.929 -5.128 -0.577
C -1.562 -2.683 -5.068
C 2.182 4.793 2.804
C 1.388 -4.497 5.155
C 3.401 -4.815 0.699
C -1.122 0.039 -3.853
C 2.308 -4.147 -1.350
C 2.703 4.894 0.471
C 2.872 5.383 1.757
C -3.657 1.139 0.090
C 1.673 3.235 -1.140
C 0.738 -4.294 3.947
C 1.359 3.703 2.533
C 1.399 -2.120 5.535
C 1.720 -3.408 5.944
C -1.847 5.655 -0.799
C 2.169 -2.877 -0.795
C -2.652 -1.653 -4.762
C -0.433 -3.872 1.229
C -0.177 -2.119 -4.711
C 0.413 -3.006 3.534
C 3.234 -3.514 1.159
C -0.233 -2.744 2.204
C -1.624 5.474 -2.155
C 0.744 -1.911 4.333
C 0.657 2.939 3.674
C -1.520 4.189 -2.661
C -2.405 2.480 2.215
C 1.839 3.818 0.285
C -1.980 4.560 0.043
C -1.651 3.102 -1.814
C -2.327 -1.504 -2.440
C 2.605 -2.521 0.449
C -0.159 -0.602 -4.857
C -1.896 3.261 -0.457
H -1.483 6.329 -2.805
H -0.817 -3.466 0.296
H -3.890 0.233 0.651
H -1.889 6.654 -0.380
H -1.589 3.081 2.614
H 0.074 -2.375 -3.685
H -1.275 4.029 -3.704
H -3.633 0.868 -0.967
H 0.836 -0.191 -4.685
H -3.619 -2.121 -4.580
H -1.502 2.106 -2.201
H -0.630 0.214 -2.894
H -2.117 4.730 1.103
H -0.438 -0.328 -5.881
H -4.438 1.887 0.248
H 2.248 -3.560 6.879
H -1.749 -3.592 -4.490
H -2.549 1.664 2.926
H 1.656 -5.499 5.467
H 0.510 -5.138 3.308
H 0.511 -0.902 4.010
H 3.195 5.315 -0.394
H 1.668 -1.264 6.142
H -1.156 -4.584 1.638
H -1.483 1.003 -4.213
H -3.316 3.084 2.173
H 3.541 6.217 1.946
H 0.504 -4.407 1.067
H -2.783 -0.953 -5.591
H 0.594 -2.576 -5.334
H -1.620 -2.964 -6.124
H 2.261 5.143 3.825
```

These are the Löwdin partial charges, in e, on atoms 1 to 6: Rb 0.7501; Cl 0.6108; Cl 0.6465; Cl 0.6131; Cl 0.6598; Cl 0.6064

***

[3]
The following is a quantum chemistry calculation of 2 unconnected molecules or ions with the total composition C8H8N2O3 at a distorted geometry, from the Open Molecules 2025 dataset.

Values from the calculation:
**HOMO**: -9.244 eV
**Energy relative to the best compared isomer or geometry (same formula, charge and spin)**: 595.4 kJ/mol
**Charge**: 0
**Calculated total energy**: -17541.97838 eV

```
21
C8H8N2O3 | the Open Molecules 2025 dataset | ωB97M-V with the def2-TZVPD basis set
O 2.023 -1.173 -1.340
O 2.163 0.533 1.533
O 2.390 -1.551 0.930
N 2.116 -0.364 0.724
N 1.601 2.232 -0.507
C -0.341 -0.222 0.010
C -2.138 0.678 1.187
C 1.724 -0.102 -0.641
C -1.018 -1.348 -0.407
C -0.868 0.853 0.686
C -2.942 -0.305 0.667
C 1.824 1.232 -1.249
C -2.377 -1.262 -0.144
H -3.081 -2.039 -0.462
H 1.783 3.108 -0.994
H -2.570 1.423 1.901
H 2.476 -1.875 -0.855
H -0.655 -2.222 -0.851
H -0.120 1.597 0.939
H -3.981 -0.259 1.137
H 1.992 1.068 -2.264
```

These are the Löwdin partial charges, in e, on atoms 1 to 6: O 0.0698; O 0.0972; O 0.0506; N -0.3472; N 0.1413; C 0.0075

***

[4]
The following is a quantum chemistry calculation of a molecular structure, C12H17BF4N3STi at a distorted geometry, from the Open Molecules 2025 dataset.

Values from the calculation:
**HOMO (alpha / beta)**: -14.702 / -14.712 eV
**Energy relative to the best compared isomer or geometry (same formula, charge and spin)**: 33.4 kJ/mol
**Charge**: +2
**Multiplicity**: 2
**⟨S²⟩**: 0.755
**Calculated total energy**: -62677.00925 eV

```
39
C12H17BF4N3STi | the Open Molecules 2025 dataset | ωB97M-V with the def2-TZVPD basis set
Ti -0.175 0.792 -0.428
S -3.613 0.887 0.326
F -0.118 2.474 -0.888
F 2.114 1.069 -0.124
F 2.742 2.858 -1.434
F 3.160 2.861 0.855
N 0.097 -0.285 -2.121
N 0.152 -1.609 -4.276
N 0.034 0.427 1.546
C 0.191 -0.746 2.195
C -0.957 -0.668 -4.354
C 1.374 0.009 -2.868
C 0.296 -0.811 3.564
C 0.235 0.367 4.295
C -1.066 0.105 -3.013
C -2.222 0.691 -0.131
C -0.026 -2.533 -3.164
C 0.112 1.583 3.629
C 0.011 1.580 2.262
C 0.036 -1.748 -1.811
C 1.415 -0.888 -4.142
B 2.745 2.304 -0.251
H 2.223 -1.612 -4.071
H 0.766 -3.278 -3.190
H -0.843 -1.952 -1.200
H 0.102 2.521 4.168
H 0.222 -1.639 1.590
H -0.976 -3.050 -3.270
H 1.380 1.064 -3.119
H -1.988 -0.148 -2.509
H 2.220 -0.206 -2.228
H 1.584 -0.283 -5.029
H -1.027 1.180 -3.163
H 0.280 0.342 5.378
H -0.784 0.014 -5.183
H 0.931 -2.012 -1.254
H -1.878 -1.211 -4.552
H -0.113 2.502 1.712
H 0.421 -1.771 4.048
```

These are the Löwdin partial charges, in e, on atoms 1 to 6: Ti 0.9851; S 1.0545; F -0.2841; F 0.1398; F 0.3205; F 0.3296

***

[5]
The following is a quantum chemistry calculation of a molecular structure, C35H35F6HfN7OP2S3Sb at a distorted geometry, from the Open Molecules 2025 dataset.

Values from the calculation:
**HOMO**: -10.383 eV
**Energy relative to the best compared isomer or geometry (same formula, charge and spin)**: 163.1 kJ/mol
**Charge**: +1
**Calculated total energy**: -124582.28933 eV

```
91
C35H35F6HfN7OP2S3Sb | the Open Molecules 2025 dataset | ωB97M-V with the def2-TZVPD basis set
Hf 0.905 0.782 0.842
Sb 4.263 -2.461 -0.527
S 2.914 -4.182 -0.003
S 3.536 -0.537 1.034
S 2.656 -0.448 -0.838
P -1.782 2.649 1.113
P -1.353 -1.825 -1.059
F -1.130 2.086 2.496
F -2.227 3.003 -0.367
F -1.952 4.094 1.683
F -1.395 1.064 0.535
F -3.211 2.135 1.526
F -0.186 3.011 0.644
O -0.252 -1.103 -0.305
N 0.617 -1.061 2.576
N 3.288 4.023 -1.505
N 2.787 2.443 0.182
N 4.261 2.374 1.995
N 4.583 3.985 0.457
N 4.947 5.563 -1.162
N 0.624 1.662 -1.418
C -0.680 -4.356 -0.149
C 3.860 2.951 0.865
C -4.808 -0.027 0.167
C -0.376 1.313 -2.224
C 0.477 2.592 -4.049
C -1.729 -3.466 -0.361
C -3.639 -0.762 0.123
C -0.925 -2.128 -2.795
C -1.882 -2.732 -3.604
C 1.578 3.018 3.032
C -2.216 -5.980 0.718
C 1.750 2.714 5.407
C 1.384 -0.670 3.775
C 0.592 -2.045 -4.650
C 4.264 4.514 -0.718
C 1.534 2.518 -1.904
C 1.733 3.549 4.303
C -3.400 -0.247 -2.206
C 1.503 2.990 -3.214
C -0.369 -2.629 -5.460
C -3.033 -3.870 -0.092
C -2.924 -0.882 -1.064
C -4.565 0.498 -2.157
C -5.274 0.605 -0.973
C 0.314 -1.793 -3.317
C 1.445 1.637 2.796
C -3.270 -5.120 0.452
C 1.470 0.827 3.943
C 2.598 3.020 -1.014
C 1.621 1.351 5.222
C 1.021 -2.420 2.202
C -1.606 -2.976 -4.936
C -0.812 -1.090 2.915
C -0.491 1.748 -3.532
C -0.920 -5.602 0.406
H -2.835 -3.005 -3.175
H 2.277 3.666 -3.539
H -3.865 -3.214 -0.301
H -1.015 -1.860 3.669
H 1.558 3.720 2.207
H 5.038 2.794 2.475
H 2.103 -2.470 2.081
H -1.384 -1.334 2.022
H -1.127 -0.125 3.307
H 1.847 3.123 6.401
H 0.331 -4.092 -0.420
H -3.277 -1.242 1.020
H -6.181 1.185 -0.936
H -2.407 -6.947 1.158
H -2.352 -3.435 -5.567
H 0.948 -1.128 4.671
H -4.915 1.001 -3.045
H 1.825 4.618 4.434
H 0.555 -2.702 1.262
H -5.347 0.058 1.096
H 3.727 1.633 2.425
H 2.408 -1.055 3.681
H 1.058 -1.348 -2.673
H 4.736 5.958 -2.062
H 1.630 0.691 6.077
H 1.558 -1.783 -5.055
H 5.683 5.942 -0.595
H -1.133 0.670 -1.803
H -4.284 -5.426 0.664
H 0.425 2.939 -5.068
H -2.861 -0.331 -3.138
H -1.332 1.436 -4.126
H -0.089 -6.268 0.586
H 0.733 -3.152 2.966
H -0.152 -2.821 -6.500
```

These are the Löwdin partial charges, in e, on atoms 1 to 6: Hf 1.6557; Sb 0.6061; S -0.1335; S -0.0103; S -0.0487; P 0.2454

***

[6]
The following is a quantum chemistry calculation of a molecular structure, C32H16MoN8S4, from the Open Molecules 2025 dataset.

Values from the calculation:
**HOMO (alpha / beta)**: -6.827 / -6.842 eV
**Energy relative to the best compared isomer or geometry (same formula, charge and spin)**: 0.0 kJ/mol
**Charge**: 0
**Calculated total energy**: -90564.35710 eV

```
61
C32H16MoN8S4 | the Open Molecules 2025 dataset | ωB97M-V with the def2-TZVPD basis set
Mo -0.408 0.008 -0.021
S 3.126 0.311 1.186
S 1.320 1.269 1.148
S 3.286 -0.142 -0.795
S 1.512 -1.126 -1.043
N -1.326 1.292 1.310
N -1.296 -0.108 3.298
N -0.781 -1.453 1.383
N -1.080 -1.373 -1.402
N -1.004 -3.379 -0.024
N -1.140 0.027 -3.390
N -1.437 3.299 -0.065
N -0.922 1.415 -1.449
C -1.577 2.626 1.071
C -1.191 3.450 -2.500
C -1.159 2.807 -4.834
C -2.005 3.229 2.304
C -0.970 -5.201 4.075
C -1.149 2.751 -1.214
C -2.406 4.533 2.607
C -2.715 3.799 4.902
C -1.450 -3.382 -2.420
C -1.906 -5.028 -4.062
C -1.950 -4.024 -5.051
C -1.513 1.027 2.654
C -1.494 -2.385 -3.402
C -1.167 -2.733 -1.170
C -0.885 -3.509 2.422
C -0.844 -2.804 1.139
C -1.658 -4.725 -2.743
C -1.342 4.791 -2.815
C -0.977 -1.239 2.727
C -2.757 4.800 3.910
C -1.237 -1.130 -2.750
C -1.004 1.186 -2.805
C -0.898 -4.859 2.734
C -1.286 4.150 -5.154
C -1.102 2.477 -3.489
C -1.747 -2.699 -4.739
C -1.966 2.235 3.287
C -1.050 -4.221 5.070
C -0.965 -2.534 3.411
C -2.323 2.514 4.609
C -1.060 -2.871 4.752
C -1.376 5.128 -4.160
H -1.107 -4.526 6.106
H -1.776 -1.925 -5.494
H -2.070 -6.057 -4.353
H -1.134 -2.108 5.514
H -1.424 5.540 -2.039
H -1.101 2.042 -5.596
H -2.998 4.054 5.915
H -2.146 -4.307 -6.077
H -1.477 6.166 -4.449
H -1.318 4.451 -6.193
H -1.619 -5.490 -1.980
H -3.072 5.799 4.185
H -2.286 1.743 5.366
H -0.967 -6.244 4.362
H -2.432 5.296 1.842
H -0.848 -5.609 1.957
```

These are the Löwdin partial charges, in e, on atoms 1 to 6: Mo 1.2642; S -0.0337; S 0.1397; S -0.0336; S 0.1462; N -0.1251